{
  "formula": "C18H50BaO16",
  "method": "ωB97M-V/def2-TZVPD",
  "lumo_ev": -0.9,
  "orbital_gap_ev": 4.700,
  "total_charge": 0,
  "e_homo_ev": -5.6,
  "total_energy_ha": -1945.00974,
  "species": ["Ba", "C", "C", "C", "O", "C", "C", "C", "O", "O", "O", "H", "H", "C", "O", "H", "H", "H", "H", "C", "O", "H", "H", "H", "H", "C", "O", "H", "H", "H", "H", "C", "O", "H", "H", "H", "H", "C", "O", "H", "H", "H", "H", "C", "O", "H", "H", "H", "H", "C", "O", "H", "H", "H", "H", "C", "O", "H", "H", "H", "H", "C", "O", "H", "H", "H", "H", "C", "O", "H", "H", "H", "H", "C", "O", "H", "H", "H", "H", "C", "O", "H", "H", "H", "H"],
  "coordinates": [[0.94, -0.15, 0.19], [-3.11, 1.76, -2.57], [-3.61, 1.44, -3.89], [-2.63, 0.58, -4.83], [-2.99, 0.18, -5.94], [-1.32, 0.27, -4.30], [-0.94, 0.62, -3.07], [-1.89, 1.34, -2.11], [-1.60, 1.66, -0.90], [0.20, 0.12, -2.69], [-4.71, 1.85, -4.31], [-3.75, 2.34, -1.92], [-0.72, -0.31, -4.98], [3.85, 2.98, 3.93], [2.48, 3.26, 4.04], [4.22, 2.27, 4.66], [4.01, 2.63, 2.90], [4.45, 3.88, 4.05], [2.34, 4.20, 3.97], [-0.51, 2.14, 2.72], [0.78, 2.02, 2.09], [-0.56, 1.50, 3.61], [-0.57, 3.17, 3.07], [-1.35, 1.76, 2.13], [1.37, 2.41, 2.73], [1.05, -3.92, 0.51], [1.81, -2.79, 0.66], [1.60, -4.82, 0.80], [0.10, -3.94, 1.05], [0.74, -4.10, -0.52], [2.70, -3.07, 0.88], [-4.84, 1.32, 0.74], [-5.03, 0.56, -0.43], [-5.14, 2.33, 0.45], [-5.43, 0.90, 1.55], [-3.77, 1.36, 0.96], [-4.28, 0.77, -0.99], [2.95, 1.84, -3.98], [2.10, 1.07, -4.83], [3.74, 1.22, -3.56], [3.40, 2.64, -4.57], [2.37, 2.41, -3.25], [1.44, 0.62, -4.31], [-1.84, -3.40, -3.24], [-1.30, -3.94, -2.10], [-1.50, -3.98, -4.09], [-2.93, -3.34, -3.13], [-1.44, -2.41, -3.46], [-1.54, -4.86, -2.04], [-2.49, -1.57, -0.06], [-1.16, -1.84, -0.43], [-3.06, -1.09, -0.87], [-2.89, -2.56, 0.16], [-2.47, -0.90, 0.80], [-1.19, -2.64, -0.96], [2.04, 3.44, -0.34], [2.46, 2.06, -0.52], [2.35, 4.11, -1.13], [0.98, 3.64, -0.22], [2.51, 3.78, 0.59], [3.36, 2.23, -0.82], [2.88, -1.99, -2.36], [3.07, -0.85, -1.50], [2.85, -1.60, -3.38], [3.78, -2.58, -2.24], [1.99, -2.59, -2.16], [3.99, -0.62, -1.64], [-3.78, -1.12, 3.94], [-2.83, -0.25, 3.35], [-4.58, -1.36, 3.23], [-3.32, -1.96, 4.45], [-4.33, -0.68, 4.77], [-3.18, 0.64, 3.43], [4.35, 0.14, 1.58], [3.02, -0.24, 1.88], [4.82, 0.63, 2.44], [5.01, -0.69, 1.32], [4.40, 0.80, 0.71], [2.92, -0.38, 2.82], [0.09, -1.96, 3.75], [-0.32, -1.07, 2.69], [0.23, -1.34, 4.63], [-0.67, -2.70, 4.01], [1.00, -2.48, 3.45], [-1.18, -0.81, 2.99]],
  "mulliken_charge": [-0.35, -0.88, 0.46, 0.34, -0.69, -0.69, 0.10, 0.36, -0.80, 0.32, -0.69, 0.73, 0.38, -0.46, -0.50, 0.24, -0.01, 0.41, 0.29, -0.32, 0.28, 0.27, 0.42, -0.27, 0.06, -0.81, 0.05, 0.44, 0.21, 0.15, 0.10, 0.09, -0.59, 0.33, 0.25, -0.37, 0.02, -0.30, -0.59, 0.09, 0.39, 0.02, 0.18, -0.47, -0.44, 0.36, 0.29, -0.02, 0.24, -0.47, 0.67, 0.26, 0.42, -0.08, -0.15, -0.89, -0.03, 0.40, 0.27, 0.25, 0.11, -0.67, -0.14, 0.29, 0.46, 0.02, 0.16, -0.86, -0.42, 0.31, 0.27, 0.36, 0.24, -0.69, 0.10, 0.30, 0.27, 0.13, 0.12, -0.99, 0.52, 0.33, 0.29, 0.23, 0.01]
}



{
  "formula": "C18H50F36N4O4P6",
  "method": "ωB97M-V/def2-TZVPD",
  "lumo_ev": 2.0,
  "orbital_gap_ev": 8.001,
  "total_charge": -2,
  "e_homo_ev": -6.0,
  "total_energy_ha": -6880.40393,
  "species": ["C", "C", "O", "N", "H", "H", "C", "H", "H", "H", "H", "H", "H", "C", "N", "C", "C", "C", "C", "O", "H", "H", "H", "H", "H", "H", "H", "H", "H", "H", "H", "H", "H", "H", "C", "N", "C", "C", "C", "C", "O", "H", "H", "H", "H", "H", "H", "H", "H", "H", "H", "H", "H", "H", "H", "C", "N", "C", "C", "C", "C", "O", "H", "H", "H", "H", "H", "H", "H", "H", "H", "H", "H", "H", "H", "H", "P", "F", "F", "F", "F", "F", "F", "P", "F", "F", "F", "F", "F", "F", "P", "F", "F", "F", "F", "F", "F", "P", "F", "F", "F", "F", "F", "F", "P", "F", "F", "F", "F", "F", "F", "P", "F", "F", "F", "F", "F", "F"],
  "coordinates": [[19.87, 4.55, -12.85], [19.90, 5.56, -14.02], [18.97, 6.27, -14.26], [21.11, 5.46, -14.88], [21.31, 6.40, -15.19], [21.88, 5.13, -14.30], [20.82, 4.56, -16.05], [19.33, 5.04, -12.04], [20.81, 4.38, -12.32], [19.44, 3.58, -13.09], [21.74, 4.50, -16.64], [19.95, 4.98, -16.56], [20.38, 3.63, -15.70], [13.54, 6.37, -15.81], [15.03, 6.06, -15.47], [15.74, 7.42, -15.43], [15.14, 5.47, -14.08], [15.60, 5.07, -16.52], [14.77, 3.84, -16.91], [14.47, 2.91, -15.84], [13.51, 6.83, -16.79], [13.17, 7.03, -15.02], [13.03, 5.41, -15.74], [16.81, 7.36, -15.21], [15.24, 8.07, -14.71], [15.67, 8.00, -16.35], [14.55, 6.11, -13.42], [16.21, 5.53, -13.87], [14.81, 4.43, -14.03], [16.64, 4.85, -16.25], [15.75, 5.73, -17.38], [15.19, 3.31, -17.77], [13.85, 4.21, -17.38], [15.25, 2.36, -15.80], [17.81, 11.24, -13.31], [17.68, 10.45, -12.00], [16.32, 9.70, -12.02], [18.77, 9.35, -11.91], [17.82, 11.45, -10.77], [17.97, 10.78, -9.38], [18.24, 11.73, -8.45], [18.74, 11.75, -13.08], [17.00, 11.93, -13.50], [17.82, 10.58, -14.18], [16.26, 9.18, -12.98], [15.51, 10.42, -11.89], [16.21, 9.03, -11.16], [19.73, 9.77, -11.60], [18.80, 8.78, -12.84], [18.56, 8.63, -11.12], [16.97, 12.13, -10.78], [18.71, 12.05, -10.91], [18.72, 9.98, -9.31], [16.96, 10.43, -9.17], [17.36, 12.09, -8.36], [21.43, 5.42, -7.84], [21.07, 3.88, -7.81], [19.87, 3.68, -8.76], [22.30, 3.10, -8.32], [20.74, 3.35, -6.40], [19.36, 3.77, -5.86], [19.28, 5.08, -5.72], [22.30, 5.49, -7.19], [20.62, 6.06, -7.50], [21.81, 5.62, -8.84], [20.14, 3.82, -9.80], [19.06, 4.34, -8.43], [19.61, 2.64, -8.62], [22.09, 2.03, -8.42], [23.13, 3.30, -7.64], [22.49, 3.51, -9.31], [21.52, 3.57, -5.66], [20.72, 2.27, -6.52], [19.25, 3.29, -4.89], [18.54, 3.39, -6.47], [19.73, 5.23, -4.89], [17.75, 1.35, -14.70], [17.69, 0.10, -13.65], [16.25, 1.03, -15.28], [16.97, 2.35, -13.68], [17.70, 2.64, -15.65], [19.29, 1.72, -14.20], [18.41, 0.42, -15.87], [23.24, 2.55, -12.01], [23.20, 4.07, -11.55], [21.77, 2.35, -11.35], [22.62, 2.97, -13.45], [23.29, 0.97, -12.45], [24.71, 2.74, -12.69], [24.02, 2.18, -10.63], [24.80, 6.02, -14.94], [23.99, 5.19, -16.11], [25.81, 4.77, -14.76], [25.90, 6.48, -15.99], [25.65, 6.82, -13.81], [23.93, 7.43, -15.24], [23.80, 5.42, -13.79], [18.26, 4.91, -19.75], [18.29, 3.77, -20.80], [19.80, 5.29, -20.09], [17.56, 5.99, -20.75], [18.25, 6.06, -18.58], [16.80, 4.45, -19.26], [18.92, 3.83, -18.66], [17.07, 5.92, -10.54], [17.44, 6.71, -11.94], [18.70, 5.98, -10.07], [16.93, 7.41, -9.77], [16.66, 5.14, -9.18], [15.49, 6.03, -10.93], [17.23, 4.50, -11.29], [20.76, 9.03, -16.47], [21.73, 8.13, -17.45], [21.25, 8.40, -15.10], [22.06, 10.02, -16.45], [19.95, 10.14, -15.51], [20.27, 9.82, -17.76], [19.57, 7.99, -16.55]],
  "mulliken_charge": [1.21, -0.62, -0.38, 1.29, 0.09, -0.03, -0.66, -0.83, 0.07, -0.12, 0.48, 0.20, 0.23, -1.08, 0.81, -0.72, -0.76, -0.15, -1.08, -0.57, 0.30, 0.38, 0.42, 0.03, 0.36, 0.41, 0.40, 0.05, 0.40, 0.11, 0.39, 0.36, 0.52, 0.46, -0.81, 0.43, -0.97, -1.02, -0.52, -0.60, -0.56, 0.41, 0.29, 0.28, 0.39, 0.40, 0.26, 0.46, 0.31, 0.23, 0.51, 0.27, 0.32, 0.40, 0.39, -0.87, 0.43, -0.82, -0.70, -0.49, -0.88, -0.43, 0.42, 0.31, 0.33, 0.03, 0.46, 0.39, 0.38, 0.41, 0.07, 0.43, 0.38, 0.45, 0.38, 0.35, 1.43, -0.39, -0.48, -0.36, -0.39, -0.42, -0.39, 1.35, -0.45, -0.34, -0.38, -0.42, -0.39, -0.41, 1.32, -0.36, -0.37, -0.38, -0.42, -0.39, -0.52, 1.31, -0.37, -0.39, -0.42, -0.40, -0.36, -0.37, 1.68, -0.49, -0.40, -0.40, -0.40, -0.37, -0.31, 1.43, -0.36, -0.41, -0.42, -0.40, -0.38, -0.48]
}



Calculated relative energy (zero: lowest compared OMol25 entry of this formula, charge and spin) in order - 1.410, 0.000 eV